# CH3NO2S

An isolated molecule of CH3NO2S in a non-equilibrium geometry (the ωB97M-V functional and the def2-TZVPD basis, the Open Molecules 2025 dataset).

ORCA input file:
```
! wB97M-V def2-TZVPD RIJCOSX def2/J DEFGRID3
* xyz 0 1
C -0.011 0.014 -0.214
S -1.816 0.369 -0.571
O -2.295 0.895 0.924
N -3.514 0.303 1.442
O -3.781 0.711 2.514
H 0.336 0.084 -1.199
H 0.006 -0.815 0.455
H 0.289 0.824 0.333
*
```

Values from the calculation:
Energy above the lowest of the compared OMol25 structures with the same formula, charge and spin (kcal per mole): 79.1
LUMO level (eV): -0.09
Frontier orbital gap (eV): 8.92

---

# C12H14BBeF5N6

C12H14BBeF5N6 as an isolated structure in a non-equilibrium geometry (the ωB97M-V functional and the def2-TZVPD basis, the Open Molecules 2025 dataset).

ORCA input file:
```
! wB97M-V def2-TZVPD RIJCOSX def2/J DEFGRID3
* xyz 0 1
H 2.932 -0.411 0.844
N 0.862 -0.654 0.481
B -1.521 -1.472 0.341
N -0.123 -1.445 1.045
C 0.415 -2.178 2.030
Be 0.309 0.214 -0.972
H -0.213 -2.865 2.582
C 1.758 -1.854 2.120
H 2.475 -2.257 2.812
C 2.013 -0.905 1.126
H -2.309 -2.205 0.862
C 1.071 1.334 -1.984
H 2.099 1.717 -2.124
H 0.412 2.205 -1.997
H 0.917 0.682 -2.846
N -1.141 -1.833 -1.127
N -1.943 0.018 0.300
N -0.150 -1.049 -1.744
N -1.060 0.923 -0.276
C -1.382 -2.913 -1.886
C -3.014 0.678 0.766
H -2.121 -3.635 -1.563
H -3.808 0.130 1.255
C -0.567 -2.850 -3.011
C -2.839 2.026 0.493
C 0.186 -1.686 -2.893
C -1.614 2.146 -0.167
H -0.511 -3.566 -3.814
H -3.509 2.831 0.736
H 0.950 -1.278 -3.545
H -1.114 3.025 -0.551
H 1.297 0.860 -0.806
F 1.408 3.479 0.488
C 1.785 2.290 1.011
F 3.117 2.152 0.824
C 1.339 2.125 2.450
F 1.340 3.318 3.094
F 0.074 1.617 2.542
F 2.179 1.283 3.102
*
```

Values from the calculation:
LUMO level (eV): 0.17
Frontier orbital gap (eV): 5.70

---

# C4H11NO2

A 2-piece molecular cluster, C4H11NO2 overall in a non-equilibrium geometry (the ωB97M-V functional and the def2-TZVPD basis, the Open Molecules 2025 dataset).

ORCA input file:
```
! wB97M-V def2-TZVPD RIJCOSX def2/J DEFGRID3
* xyz 0 1
C -0.216 -0.812 -1.476
N 1.013 -0.626 -0.709
C 1.142 0.608 0.057
C 0.494 1.862 -0.531
C 0.558 0.325 1.434
O -0.629 0.164 1.616
H -1.047 -0.669 -0.782
H -0.332 -0.098 -2.288
H -0.232 -1.858 -1.747
H 1.810 -0.766 -1.311
H 2.208 0.775 0.175
H 0.713 1.984 -1.595
H -0.590 1.751 -0.469
H 0.756 2.748 0.043
H 1.279 0.268 2.275
O -2.673 -1.940 1.941
H -2.193 -1.106 1.765
H -2.061 -2.612 1.603
*
```

Values from the calculation:
Energy above the lowest of the compared OMol25 structures with the same formula, charge and spin (kcal per mole): 36.2
LUMO level (eV): 0.76
Frontier orbital gap (eV): 9.91

---

# C6H3N2O3

An isolated ion of composition C6H3N2O3 and charge -1 in a non-equilibrium geometry (the ωB97M-V functional and the def2-TZVPD basis, the Open Molecules 2025 dataset).

ORCA input file:
```
! wB97M-V def2-TZVPD RIJCOSX def2/J DEFGRID3
* xyz -1 1
O -2.109 -0.111 1.677
C -1.223 0.167 0.855
C -1.142 1.409 0.133
C -0.137 1.745 -0.751
C 0.900 0.892 -1.085
C 0.880 -0.367 -0.475
N 1.750 -1.376 -0.688
O 1.414 -2.429 0.083
N 0.328 -2.222 0.855
O -0.123 -3.077 1.596
C -0.129 -0.647 0.449
H -1.938 2.115 0.327
H -0.158 2.727 -1.212
H 1.687 1.174 -1.765
*
```

Values from the calculation:
Energy above the lowest of the compared OMol25 structures with the same formula, charge and spin (kcal per mole): 74.6
LUMO level (spin up / spin down) (eV): 3.48 / 3.87
Frontier orbital gap (spin up / spin down) (eV): 6.58 / 7.10

---

# C6H6FN2O5

A 2-piece molecular cluster, C6H6FN2O5 overall in a non-equilibrium geometry (the ωB97M-V functional and the def2-TZVPD basis, the Open Molecules 2025 dataset).

ORCA input file:
```
! wB97M-V def2-TZVPD RIJCOSX def2/J DEFGRID3
* xyz -1 1
C -1.610 2.538 0.920
C -2.889 0.460 0.697
C -3.207 2.290 -0.979
C 0.952 0.827 0.456
C -2.209 3.055 -0.297
C 0.179 -0.697 -1.073
N -2.159 1.371 1.431
N 1.367 1.526 -0.528
O -3.393 0.931 -0.425
O -0.719 3.011 1.594
O -3.070 -0.689 1.085
O -3.921 2.489 -1.911
O 0.418 -0.380 0.229
F -1.816 4.273 -0.786
H 0.940 0.939 1.496
H -0.484 0.060 -1.407
H -0.372 -1.709 -1.173
H 1.056 -0.593 -1.600
H -1.739 1.067 2.299
H 1.752 2.411 -0.336
*
```

Values from the calculation:
Energy above the lowest of the compared OMol25 structures with the same formula, charge and spin (kcal per mole): 0.0
LUMO level (eV): 3.52
Frontier orbital gap (eV): 7.76

---

# C5H6F4O2S

An isolated molecule of C5H6F4O2S in a non-equilibrium geometry (the ωB97M-V functional and the def2-TZVPD basis, the Open Molecules 2025 dataset).

ORCA input file:
```
! wB97M-V def2-TZVPD RIJCOSX def2/J DEFGRID3
* xyz 0 1
C -2.186 0.432 0.256
C -0.712 0.239 0.459
F -0.304 0.515 1.752
C -0.216 -1.237 0.160
C 1.289 -1.244 0.050
F 2.044 -1.464 1.125
F 1.753 -1.999 -0.908
S 1.972 0.514 -0.372
O 2.886 0.949 0.606
O 2.445 0.594 -1.700
C 0.111 1.179 -0.473
F 0.100 2.423 -0.049
H -2.762 -0.611 0.301
H -2.310 0.903 -0.734
H -2.511 1.111 1.080
H -0.846 -1.953 0.907
H -0.615 -1.534 -0.861
H -0.138 1.181 -1.598
*
```

Values from the calculation:
Energy above the lowest of the compared OMol25 structures with the same formula, charge and spin (kcal per mole): 0.0
LUMO level (eV): 0.41
Frontier orbital gap (eV): 10.64

---

# C13H40O17P4

C13H40O17P4 as an isolated structure in a non-equilibrium geometry (the ωB97M-V functional and the def2-TZVPD basis, the Open Molecules 2025 dataset).

ORCA input file:
```
! wB97M-V def2-TZVPD RIJCOSX def2/J DEFGRID3
* xyz 0 1
C -3.228 -30.211 -19.818
O -3.357 -29.647 -21.084
P -2.564 -28.250 -21.559
O -2.788 -27.726 -22.963
O -3.104 -27.259 -20.402
C -4.448 -26.869 -20.309
O -1.048 -28.527 -21.144
C -0.090 -27.526 -21.330
H -2.491 -31.007 -19.927
H -4.211 -30.598 -19.547
H -2.880 -29.507 -19.062
H -4.884 -26.929 -21.306
H -4.632 -25.879 -19.892
H -5.061 -27.505 -19.670
H -0.322 -26.734 -22.043
H 0.771 -28.005 -21.797
H 0.015 -27.092 -20.335
C -2.930 -22.115 -20.583
O -3.048 -22.412 -19.218
P -4.499 -22.169 -18.529
O -5.300 -20.985 -18.975
O -4.135 -22.269 -16.975
C -4.292 -21.208 -16.052
O -5.346 -23.528 -18.779
C -4.797 -24.679 -18.178
H -3.782 -21.567 -20.987
H -2.841 -23.059 -21.120
H -2.013 -21.581 -20.830
H -4.772 -20.289 -16.386
H -3.302 -20.948 -15.679
H -4.840 -21.696 -15.245
H -3.994 -24.483 -17.467
H -4.408 -25.299 -18.986
H -5.511 -25.285 -17.621
C -6.244 -31.645 -16.976
O -6.843 -31.507 -18.187
P -7.515 -30.094 -18.636
O -6.561 -28.970 -18.427
O -8.858 -30.088 -17.791
C -9.710 -29.013 -17.776
O -7.981 -30.329 -20.185
C -7.088 -30.353 -21.314
H -6.656 -30.895 -16.300
H -5.164 -31.546 -16.873
H -6.530 -32.613 -16.564
H -9.708 -28.720 -16.726
H -10.748 -29.243 -18.016
H -9.510 -28.094 -18.328
H -7.188 -31.327 -21.794
H -6.036 -30.273 -21.041
H -7.391 -29.532 -21.964
C -11.446 -28.000 -17.470
O -10.156 -27.595 -16.975
P -9.691 -26.141 -17.603
O -10.654 -25.038 -17.373
O -8.178 -25.894 -17.020
C -7.678 -24.580 -16.973
O -9.354 -26.508 -19.191
C -9.175 -25.427 -20.083
H -11.597 -29.072 -17.596
H -11.648 -27.594 -18.462
H -12.273 -27.603 -16.882
H -6.684 -24.595 -17.419
H -7.666 -24.357 -15.906
H -8.233 -23.857 -17.571
H -8.989 -24.480 -19.577
H -9.956 -25.265 -20.825
H -8.260 -25.650 -20.632
C -6.885 -26.605 -18.738
O -6.177 -27.554 -19.504
H -6.253 -25.852 -18.267
H -7.545 -26.017 -19.376
H -7.599 -27.019 -18.027
H -6.516 -28.420 -19.265
*
```

Values from the calculation:
Energy above the lowest of the compared OMol25 structures with the same formula, charge and spin (kcal per mole): 528.6
LUMO level (eV): 0.32
Frontier orbital gap (eV): 6.85

---

# C11H12BrF13NOP

An isolated molecule of C11H12BrF13NOP (the ωB97M-V functional and the def2-TZVPD basis, the Open Molecules 2025 dataset).

ORCA input file:
```
! wB97M-V def2-TZVPD RIJCOSX def2/J DEFGRID3
* xyz 0 1
N -4.047 -0.215 1.161
C -2.857 -1.037 1.343
P -1.892 -1.236 -0.285
C -0.569 -2.304 0.474
C 0.899 -1.918 0.255
C 1.299 -0.703 1.072
F 0.348 0.282 0.964
F 1.358 -1.020 2.392
C 2.688 -0.088 0.678
F 3.306 0.403 1.755
F 3.450 -1.088 0.182
C 2.641 1.022 -0.432
F 1.668 0.708 -1.313
F 3.809 0.964 -1.098
C 2.538 2.541 -0.027
F 3.696 2.820 0.594
F 2.497 3.229 -1.187
C 1.421 3.159 0.884
F 1.359 2.481 2.041
F 1.852 4.405 1.150
C -0.030 3.293 0.266
F -0.158 2.577 -0.852
F -0.940 2.865 1.126
F -0.285 4.555 -0.015
C -1.127 -1.242 -2.075
C -1.090 -2.577 -2.727
O -0.756 -3.608 -2.252
Br -1.714 -2.569 -4.605
H -3.791 0.720 0.852
H -4.651 -0.605 0.442
H -2.224 -0.581 2.116
H -3.165 -2.035 1.684
H -1.828 0.183 -0.377
H -3.059 -1.825 -0.852
H -0.695 -3.318 0.088
H -0.769 -2.347 1.551
H 1.143 -1.767 -0.797
H 1.541 -2.736 0.602
H -0.113 -0.822 -2.111
H -1.753 -0.565 -2.665
*
```

Values from the calculation:
LUMO level (eV): 0.56
Frontier orbital gap (eV): 8.95